ORCA calculation (ωB97M-V/def2-TZVPD) on a cluster of 2 separate species, C4H11N2S in total.

Properties
- Orbital gap: 6.796 eV
- Total charge: +1

Positions of all 18 atoms, in Å:
C (-1.3527, -0.6984, 1.7321)
C (-0.3018, 1.8821, -2.3496)
C (2.5337, -1.5125, 0.7314)
C (-0.0150, -0.8062, 1.1198)
N (-1.9131, 0.7495, -1.2178)
N (-0.8736, 1.4242, -1.1201)
S (0.9237, -2.0894, 1.2901)
H (-1.5436, 0.3646, 1.8950)
H (-2.1005, -1.0272, 0.9563)
H (-1.4661, -1.2135, 2.5945)
H (-0.5713, 2.9458, -2.4587)
H (-0.6676, 1.3690, -3.1527)
H (0.8470, 1.8987, -2.2318)
H (2.4675, -0.4390, 0.8828)
H (2.7348, -1.6903, -0.2993)
H (3.3071, -1.8965, 1.2805)
H (0.2425, 0.0734, 0.5497)
H (-2.2510, 0.6658, -0.2022)

Forces on atoms 1 to 3 (eV/Å):
C -0.3 1.4 -3.3
C 2.6 1.8 1.8
C -1.9 1.9 -1.2